117
Properties=species:S:1:pos:R:3:forces:R:3:mulliken_charge:R:1 method="wB97M-V/def2-TZVPD" de_lowest_kj_mol=269.4 total_energy_ha=-5549.71645 multiplicity=3 e_homo_ev="-5.57 / -7.43"
Ni -1.1670 -0.8849 0.4850 -0.290 0.013 -0.224 -0.350
P 1.7690 1.9905 0.8781 0.070 0.083 0.048 2.500
P -2.0304 -2.2206 -1.0005 0.010 0.172 -0.039 0.840
P -1.9379 0.9501 1.4112 0.007 -0.051 0.184 1.711
Si -0.4031 0.5069 -1.1199 0.175 -0.010 -0.031 3.794
F 4.8775 5.7075 7.1137 -0.248 -0.010 0.120 -0.271
F 3.5603 5.0106 8.6944 0.049 0.169 -0.249 -0.262
F 3.0546 6.8003 7.5740 0.132 -0.215 0.019 -0.275
C -0.3344 -6.3400 -2.1833 0.004 0.032 0.011 -0.486
C -2.6300 -1.8666 -3.7329 -0.060 -0.002 -0.022 -0.110
C 1.0248 6.0351 1.0280 -0.028 -0.011 0.023 -0.938
C 0.6344 2.2370 3.8009 -0.081 -0.042 0.010 -0.267
C -0.6231 1.4243 4.1022 0.043 0.008 0.083 0.489
C 2.8256 4.7213 6.4671 0.001 0.002 0.013 0.412
C -5.5184 -3.4715 0.7070 0.015 -0.019 0.000 -0.757
C 4.1688 0.5112 -2.2478 0.031 0.011 -0.007 -0.851
C 4.1965 2.9319 2.0056 0.016 -0.039 -0.051 -0.276
C 0.6571 1.9144 2.4925 -0.012 -0.024 -0.193 -0.710
C 3.4782 3.7008 5.7923 -0.021 0.030 0.006 -1.442
C 3.2339 -0.0551 -3.1000 -0.003 0.005 -0.018 -0.963
C -1.3018 -0.1232 -2.6853 0.003 0.119 0.084 -0.564
C 1.4653 4.9282 6.2766 0.032 0.031 0.027 -1.309
C -4.7707 -1.5652 -1.1657 0.040 -0.002 0.035 -0.387
C -0.0399 -0.4959 2.4862 0.237 -0.070 0.209 -0.501
C 2.2501 4.2586 -0.7012 -0.029 -0.061 -0.015 -0.834
C 2.3882 1.2449 -0.7871 0.043 -0.057 0.010 -0.547
C -1.0521 2.2731 -0.7867 0.036 -0.130 0.067 -0.008
C -1.8060 2.4556 0.3856 0.028 0.028 -0.051 0.285
C 1.4129 3.0913 4.7054 0.062 0.061 0.070 -0.087
C 1.8840 0.0183 -2.7895 0.000 -0.007 0.003 -0.851
C 2.7748 2.8903 4.9165 -0.003 -0.052 0.015 -0.044
C -0.2659 -0.9024 4.8857 0.000 0.040 -0.002 -0.957
C -6.0872 -1.6351 -0.7292 -0.016 -0.025 -0.013 -0.627
C 2.2314 5.6124 -0.9946 -0.003 0.031 0.019 -0.791
C -1.9417 0.0357 -5.0217 0.058 0.062 0.051 -0.873
C 1.0420 4.6787 1.3234 -0.034 -0.015 0.031 -0.399
C -0.0759 -4.1101 -1.3323 0.008 -0.039 -0.031 -0.675
C -1.4466 -3.8896 -1.4577 0.076 0.035 0.066 0.791
C -1.2944 0.5516 -3.9107 -0.087 -0.082 -0.057 0.057
C 4.8656 0.4432 3.0390 -0.008 0.005 -0.032 -0.778
C -3.8146 -2.4475 -0.6683 0.018 -0.011 0.011 0.338
C -2.2565 -4.9104 -1.9468 -0.011 0.030 -0.004 -0.282
C 3.7471 1.1535 -1.0928 -0.067 0.028 0.022 -0.237
C -1.3727 4.6183 -1.3057 0.004 -0.041 -0.049 -0.859
C 3.5796 5.5623 7.4557 0.030 0.035 0.069 0.960
C -4.2026 -3.3954 0.2800 0.020 -0.024 0.002 -0.554
C -4.3786 -0.0142 2.1824 0.014 -0.021 -0.071 -0.142
C 5.3777 2.7685 2.7200 0.030 -0.018 -0.008 -0.847
C -1.9937 -1.3359 -2.6107 0.033 -0.087 0.031 -0.535
C -5.0426 1.9680 3.9955 -0.022 -0.020 0.000 -1.251
C 3.6899 0.6064 2.3241 0.017 0.008 0.024 -0.084
C 5.7142 1.5272 3.2371 -0.006 0.011 -0.010 -0.655
C -5.9209 0.9144 3.7727 0.036 0.021 -0.013 -0.712
C -2.3608 3.6979 0.6815 -0.033 0.032 -0.012 -0.498
C -2.1476 4.7753 -0.1655 0.024 -0.033 0.051 -0.951
C -0.5077 0.9347 2.6252 -0.133 0.041 -0.133 0.871
C 0.0472 -1.3356 3.5234 -0.012 0.029 -0.009 -0.929
C 1.6200 6.5092 -0.1287 0.024 -0.035 -0.030 -0.757
C -1.7011 -6.1304 -2.3027 -0.009 -0.042 -0.028 -0.775
C -2.6079 -1.1813 -4.9339 -0.029 -0.053 -0.002 -0.874
C -3.4870 1.0371 2.3913 0.061 0.038 -0.026 1.068
C -3.8399 2.0286 3.3112 0.026 -0.006 0.020 -0.187
C 3.3453 1.8527 1.8027 -0.034 -0.017 -0.059 0.261
C -6.4656 -2.5888 0.2038 0.011 0.005 -0.044 -0.601
C 0.7670 4.1136 5.4041 -0.012 -0.028 -0.033 -0.197
C 0.4809 -5.3254 -1.7013 -0.040 0.011 0.002 -0.699
C 1.6537 3.7678 0.4642 0.012 -0.004 -0.029 0.493
C -0.8347 3.3774 -1.6101 -0.086 0.075 -0.013 -0.583
C -0.5490 0.3707 5.1641 -0.003 -0.016 -0.068 -1.119
C -5.5862 -0.0764 2.8652 -0.004 0.001 -0.019 -0.593
C 1.4287 0.6527 -1.6285 -0.078 0.056 0.059 0.166
H -0.2929 4.2765 5.2496 -0.013 0.002 0.007 0.508
H 3.9348 3.9079 1.6177 0.011 0.016 -0.019 0.426
H -6.8174 -0.9381 -1.1188 -0.012 0.017 -0.007 0.437
H -0.7639 1.4924 -3.9980 0.008 0.026 -0.015 0.356
H 0.0934 -7.2940 -2.4618 0.005 -0.013 -0.009 0.380
H 4.4874 1.5950 -0.4371 0.007 0.007 0.009 0.547
H 3.2819 2.0875 4.3999 -0.037 0.024 0.072 0.902
H -6.8610 0.8705 4.3064 -0.015 -0.002 0.017 0.394
H 5.1215 -0.5279 3.4420 0.003 -0.014 0.010 0.425
H -6.2614 -0.9013 2.6773 0.007 0.000 0.008 0.444
H -0.7472 0.6751 6.1849 -0.012 0.000 0.031 0.552
H -0.2305 -1.6375 5.6790 0.005 -0.015 0.022 0.417
H 0.4223 -0.7911 1.5172 -0.087 0.025 0.027 -0.116
H -1.9226 0.5760 -5.9595 -0.002 0.008 -0.026 0.424
H 0.5541 -3.3158 -0.9453 0.001 -0.005 0.006 0.249
H -3.1726 2.8540 3.5171 0.004 0.065 -0.079 0.240
H 0.9613 5.7263 6.8044 -0.011 0.002 -0.001 0.418
H -2.5706 5.7426 0.0738 -0.028 0.004 0.004 0.429
H -4.4821 -0.8030 -1.8776 0.005 0.008 -0.040 0.345
H 0.5395 6.7218 1.7096 -0.006 0.006 0.019 0.470
H 0.5692 4.3314 2.2307 0.008 -0.006 0.011 0.331
H 1.5470 -5.4819 -1.6049 0.021 -0.006 0.002 0.439
H 2.7261 3.5776 -1.3927 0.017 -0.005 0.006 0.445
H 6.6328 1.4008 3.7947 0.017 0.001 0.010 0.390
H 4.5372 3.5423 5.9449 0.010 -0.018 0.001 0.468
H -2.9767 3.8378 1.5574 -0.026 -0.019 0.100 0.465
H 3.5549 -0.5615 -4.0016 0.004 -0.006 -0.013 0.430
H -5.8043 -4.2154 1.4391 0.000 -0.012 0.015 0.396
H -3.4616 -4.0702 0.6957 -0.025 -0.003 -0.003 0.435
H 5.2251 0.4585 -2.4797 0.022 -0.010 -0.002 0.405
H 1.6106 7.5676 -0.3542 -0.003 0.014 -0.009 0.356
H 1.1673 -0.4441 -3.4591 0.026 -0.008 0.013 0.394
H -7.4927 -2.6445 0.5397 -0.021 0.003 0.007 0.429
H -1.4932 2.0579 4.2759 0.037 -0.018 0.001 0.138
H -4.1234 -0.7886 1.4666 -0.004 0.002 0.057 -0.254
H 3.0251 -0.2379 2.1805 -0.002 -0.025 -0.008 0.340
H 2.7017 5.9667 -1.9028 0.002 0.005 -0.016 0.418
H -3.1525 -2.8147 -3.6680 0.009 0.003 0.009 0.390
H -1.1905 5.4647 -1.9554 0.011 0.015 -0.017 0.433
H -3.3249 -4.7574 -2.0449 0.007 -0.004 0.017 0.342
H 6.0314 3.6169 2.8762 0.010 0.014 0.002 0.463
H -3.1077 -1.5931 -5.8009 -0.005 -0.005 -0.018 0.401
H 0.4018 -2.3474 3.3679 0.006 0.000 -0.001 0.581
H -2.3379 -6.9205 -2.6785 -0.014 -0.015 -0.003 0.410
H -5.2951 2.7437 4.7067 -0.004 0.013 0.006 0.432
H -0.2307 3.2698 -2.5040 0.037 -0.010 -0.007 0.354